No. 1
Below is the molecule C2H5NO2, with properties calculated with wB97M-V/def2-TZVPD.

```
10
Properties=species:S:1:pos:R:3:lowdin_charge:R:1
N -0.554 -0.012 -1.150 0.194
C -0.629 0.547 0.429 -0.478
O -1.647 1.156 0.689 -0.008
C 0.576 0.233 0.972 -0.176
O 1.507 -0.624 0.342 -0.099
H -0.817 0.741 -1.788 0.138
H -1.182 -0.796 -1.323 0.135
H 0.433 -0.265 -1.191 0.099
H 0.857 0.609 1.940 0.100
H 1.515 -1.433 0.874 0.094
```

Summary:
structure (SMILES): [NH3+]/C([O-])=C\O
relative energy (zero: lowest compared OMol25 entry of this formula, charge and spin): 56.45 kcal per mole
maximum force: 0.0121 hartree/bohr

No. 2
Below is a cluster of 2 separate species, C2H5NO2 in total, with properties calculated with wB97M-V/def2-TZVPD.

```
10
Properties=species:S:1:pos:R:3:lowdin_charge:R:1
O 1.761 -1.518 -0.164 0.067
C 1.853 -0.398 -0.605 -0.316
N 0.904 0.629 -0.438 0.103
C -0.168 0.349 0.304 -0.196
O -2.362 0.303 0.532 -0.217
H 2.757 -0.155 -1.183 0.122
H -3.208 0.246 0.039 0.006
H -0.666 1.242 0.621 0.082
H 0.050 -0.310 1.138 0.134
H -0.920 -0.389 -0.243 0.214
```

Summary:
relative energy (zero: lowest compared OMol25 entry of this formula, charge and spin): 161.72 kcal per mole
maximum force: 0.0796 hartree/bohr

No. 3
Below is the molecule C2H5NO2, with properties calculated with wB97M-V/def2-TZVPD.

```
10
Properties=species:S:1:pos:R:3:lowdin_charge:R:1
N -0.244 1.797 0.832 -0.020
C 0.405 0.475 0.697 -0.245
C -0.009 -0.455 -0.350 -0.563
O -0.910 -0.259 -1.152 0.091
O 0.753 -1.539 -0.225 0.102
H -0.930 1.992 0.029 0.093
H -0.894 1.601 1.744 0.130
H 1.483 0.550 0.441 0.130
H 0.470 -0.167 1.639 0.151
H 0.460 -2.290 -0.750 0.131
```

Summary:
structure (SMILES): NCC(=O)O
relative energy (zero: lowest compared OMol25 entry of this formula, charge and spin): 22.78 kcal per mole
maximum force: 0.0758 hartree/bohr

Q: Number 1 is which compound?
A: C2H5NO2